ORCA calculation (the ωB97M-V functional and the def2-TZVPD basis) on a 2-piece molecular cluster, C2H7NO3 overall at a distorted geometry.

Values from the calculation:
LUMO ... 0.77 eV
Multiplicity ... 1
Kohn-Sham gap ... 10.65 eV
Energy above the lowest of the compared OMol25 structures with the same formula, charge and spin ... 1.623 eV
SMILES ... O=CO.NCO

```
13
Properties=species:S:1:pos:R:3:forces:R:3:nbo_charge:R:1
O -1.973530 -1.001893 -0.646971 -1.81 1.23 -0.83 -0.5767
C -2.448995 0.121820 -0.714439 3.89 -1.20 1.89 0.6409
O -1.793510 1.100641 0.042583 0.17 -0.65 -1.99 -0.7450
H -3.207100 0.457390 -1.400235 -0.75 0.22 0.10 0.1355
H -0.813779 0.883567 -0.166426 -1.54 0.54 0.67 0.5208
N 1.439541 0.139801 1.320063 -0.72 -0.04 -0.72 -0.8849
C 1.069727 -0.552960 0.078797 -0.17 -0.28 1.61 0.0537
O 0.763194 0.306042 -1.021410 0.42 -0.11 0.66 -0.7269
H 0.955895 -0.103166 2.208682 0.78 0.13 -1.40 0.3940
H 2.433432 0.213415 1.352479 0.39 0.09 0.85 0.3617
H 0.168553 -1.083173 0.302162 -0.56 -0.40 -0.26 0.2029
H 1.834100 -1.288270 -0.181735 0.11 0.20 -0.35 0.1493
H 1.572474 0.806785 -1.173549 -0.20 0.28 -0.22 0.4748
```
Positions in Å, forces in eV/Å.


ORCA calculation (the ωB97M-V functional and the def2-TZVPD basis) on C10H38B2O5Pt as an isolated structure at a distorted geometry.

Values from the calculation:
LUMO (alpha / beta) ... -0.41 / -1.61 eV
Expectation value of S² ... 2.004
Multiplicity ... 3
Kohn-Sham gap (alpha / beta) ... 8.57 / 7.48 eV

```
56
Properties=species:S:1:pos:R:3:forces:R:3:lowdin_spin:R:1
Pt 0.624029 -2.158896 -0.618743 -1.21 -0.85 -0.11 1.4976
B -1.158168 -3.678154 -0.399967 0.16 -1.69 0.67 0.0836
H -1.176248 -2.676918 0.143814 -0.21 2.03 1.61 0.0505
H -0.654585 -3.547321 -1.410964 1.27 -0.15 -2.57 0.0183
H -0.723629 -4.548186 0.222018 0.92 -0.80 0.93 0.0107
H -2.241559 -3.993064 -0.620614 -1.37 0.27 -0.63 0.0112
B -0.326788 -0.029824 -0.141728 1.45 0.34 0.07 0.0626
H -1.001166 0.859487 0.103963 -0.81 0.99 0.55 0.0238
H 0.552178 0.338661 -0.799665 1.01 0.90 -0.88 0.0000
H 0.133635 -0.515754 0.800981 0.47 0.02 1.61 0.0130
H -0.868818 -0.821824 -0.770075 -1.53 -0.87 -1.17 0.0361
C 0.745022 0.478448 -4.086832 -0.11 -0.60 -0.45 0.0014
C -0.126268 -0.652922 -3.559708 -0.64 0.22 -0.80 0.0049
O 0.567110 -1.760994 -2.949990 0.12 0.79 0.13 0.0694
H 1.439312 0.065512 -4.823357 0.24 0.13 0.14 0.0000
H 1.278736 1.071627 -3.348144 -0.08 -0.15 0.17 0.0000
H 0.076896 1.123403 -4.661069 0.03 0.20 0.15 0.0005
H -0.642329 -1.112379 -4.408669 -0.08 0.27 -0.10 0.0009
H -0.929432 -0.260946 -2.937838 0.33 -0.30 0.54 0.0010
H 0.766259 -2.345524 -3.684996 0.18 -0.43 0.37 0.0035
C 3.605458 0.200198 0.999943 0.04 0.70 -0.17 0.0002
C 3.302969 0.037950 -0.491442 -0.47 1.24 1.18 0.0038
O 2.638168 -1.201820 -0.725486 0.86 -0.92 -0.67 0.0289
H 4.144660 -0.648006 1.422954 -0.16 -0.12 -0.02 0.0000
H 2.689994 0.432721 1.544386 -0.11 -0.52 0.03 0.0000
H 4.215544 1.088631 1.184070 0.16 -0.05 -0.29 0.0001
H 4.190076 0.207277 -1.103261 -0.02 -0.64 -0.19 0.0011
H 2.577807 0.794312 -0.784330 0.17 0.06 -0.02 0.0002
H 3.300523 -1.893274 -0.826243 -0.04 0.04 0.01 0.0023
C -3.692213 1.900713 1.400870 0.81 0.60 0.42 0.0005
C -3.982606 1.714279 -0.088711 0.85 0.01 1.52 0.0001
O -3.338033 0.532541 -0.512357 -0.40 -0.13 -0.68 0.0014
H -4.156357 2.803628 1.808956 -0.43 -0.30 0.10 0.0000
H -2.629965 2.076430 1.612330 0.15 0.03 -0.51 0.0004
H -3.871000 1.001490 1.990715 -0.70 0.06 -0.11 0.0000
H -3.635519 2.608468 -0.616165 -0.02 -0.05 -0.27 0.0000
H -5.066366 1.660914 -0.183721 0.04 -0.45 -0.50 0.0000
H -2.382198 0.542537 -0.285139 -0.92 0.18 -0.13 0.0012
C -0.621359 4.110287 0.160893 -1.54 -0.97 0.03 0.0005
C 0.324902 3.348860 1.087485 0.57 0.67 -1.04 0.0006
O 1.282311 2.681357 0.262122 0.48 -0.21 0.39 0.0004
H -1.496732 3.482852 -0.052257 -0.03 -0.02 0.09 0.0003
H -0.200798 4.239466 -0.833304 0.49 0.43 0.24 0.0000
H -1.043023 5.029282 0.570072 0.34 0.12 0.00 0.0000
H -0.136021 2.621681 1.756029 -0.32 0.20 0.03 0.0003
H 0.855171 4.105690 1.669673 0.26 -0.35 0.19 0.0000
H 0.938358 1.808555 0.012547 -0.24 0.25 0.10 0.0002
C -0.244008 -2.023869 3.376728 -0.11 -1.06 -0.67 0.0012
C 1.198912 -2.428335 3.061771 -0.92 1.66 0.81 0.0078
O 1.303240 -2.688983 1.644946 0.94 -0.73 0.99 0.0546
H -0.868268 -2.907103 3.221826 -0.13 0.06 0.06 0.0002
H -0.572721 -1.298711 2.633248 0.07 0.17 0.17 0.0006
H -0.439454 -1.655701 4.380982 0.40 0.08 0.05 0.0001
H 1.559811 -3.271646 3.652199 -0.26 -0.29 -0.23 0.0017
H 1.835968 -1.583473 3.345846 0.22 0.00 -0.34 0.0003
H 2.078583 -3.263628 1.653410 -0.14 -0.06 -0.83 0.0021
```
Positions in Å, forces in eV/Å.


ORCA calculation (the ωB97M-V functional and the def2-TZVPD basis) on an isolated ion of composition C8H13Br2N4O and charge +1.

Values from the calculation:
Charge ... +1
LUMO ... -3.30 eV
Multiplicity ... 1
Kohn-Sham gap ... 9.47 eV
SMILES ... C/C(Br)=C(/Br)n1cn[nH+]c1C[C@@H](O)CN

```
28
Properties=species:S:1:pos:R:3:forces:R:3:nbo_charge:R:1
C 0.851356 1.252215 3.643540 -0.21 -0.28 -0.11 -0.6716
C -0.330439 1.622475 2.788103 0.34 0.08 0.13 -0.0576
Br -1.284288 3.080833 3.462208 -0.21 0.02 -0.01 0.1759
C -0.685090 1.040842 1.639815 -0.22 0.52 0.13 -0.0322
Br -2.140249 1.658955 0.632379 -0.10 -0.15 0.07 0.1676
N 0.066883 -0.064315 1.126164 -0.16 -0.14 -0.06 -0.3630
C 0.442924 -1.185930 1.840654 0.08 -0.02 -0.04 0.2041
N 1.198780 -1.966178 1.145508 -0.06 0.21 -0.13 -0.2001
N 1.290266 -1.329600 -0.055399 -0.08 -0.50 0.48 -0.3274
C 0.592765 -0.209861 -0.104917 0.13 -0.04 -0.28 0.5179
C 0.530238 0.650231 -1.299421 0.40 0.28 -0.26 -0.5097
C 0.296715 -0.051920 -2.650343 -0.26 -0.07 -0.24 0.0994
O 1.302243 -1.003142 -2.968361 0.41 0.11 0.56 -0.7043
C -1.107100 -0.657378 -2.839581 -0.14 -0.09 0.39 -0.2582
N -1.887231 -0.697518 -1.600981 0.14 -0.34 -0.05 -0.8566
H 1.759596 1.158793 3.054290 0.14 0.02 -0.05 0.2371
H 0.673288 0.310624 4.152638 0.01 -0.16 0.11 0.2325
H 0.981495 1.988105 4.422840 0.20 0.19 0.00 0.2645
H 0.148340 -1.375472 2.851822 -0.14 0.00 0.16 0.2492
H 1.877797 -1.728289 -0.770424 0.02 0.18 -0.23 0.4567
H -0.193880 1.442994 -1.173991 -0.17 0.02 0.09 0.2778
H 1.508668 1.125777 -1.390006 0.12 0.08 0.06 0.2684
H 0.433472 0.749530 -3.369816 0.05 0.04 -0.19 0.2064
H 0.999095 -1.883428 -2.728517 -0.18 -0.12 -0.29 0.4622
H -1.646391 -0.087692 -3.587514 -0.07 0.13 -0.06 0.2248
H -0.977060 -1.657054 -3.254708 0.02 -0.08 -0.21 0.1913
H -2.871498 -0.567988 -1.787717 -0.06 0.19 -0.02 0.3852
H -1.830696 -1.615607 -1.178263 0.01 -0.08 0.03 0.3598
```
Positions in Å, forces in eV/Å.


ORCA calculation (the ωB97M-V functional and the def2-TZVPD basis) on a 11-piece molecular cluster, C38H48Br14N4O8 overall at a distorted geometry.

Values from the calculation:
LUMO ... -1.18 eV
Multiplicity ... 1
Kohn-Sham gap ... 8.37 eV
Energy above the lowest of the compared OMol25 structures with the same formula, charge and spin ... 0.000 eV
SMILES ... O=[N+]([O-])c1ccccc1.O=[N+]([O-])c1ccccc1.O=[N+]([O-])c1ccccc1.O=[N+]([O-])c1ccccc1.BrCCBr.BrCCBr.BrCCBr.BrCCBr.BrCCBr.BrCCBr.BrCCBr

```
112
Properties=species:S:1:pos:R:3:forces:R:3:mulliken_charge:R:1
O 0.469080 0.824870 -5.686899 -0.21 0.30 -0.35 -0.6487
N -0.199705 0.286750 -4.827564 1.33 -0.13 -0.55 0.8010
O -0.034813 0.525875 -3.640730 -0.90 -0.44 -0.08 -0.1762
C -1.104655 -0.764465 -5.294204 -1.27 -0.47 0.35 -0.1167
C -1.677733 -1.605598 -4.373361 -1.11 -0.75 0.85 0.2846
C -2.671584 -2.528150 -4.757701 0.62 0.26 -0.02 -1.0214
C -2.964568 -2.730648 -6.092521 0.14 0.88 0.66 -0.4054
C -2.359163 -1.875573 -7.026898 -0.78 -1.77 0.05 -0.6640
C -1.496350 -0.896288 -6.629135 0.87 1.28 -0.36 -0.3906
H -1.451839 -1.611409 -3.316301 0.28 0.50 -0.05 0.4578
H -3.201063 -3.083692 -3.995846 0.21 -0.12 0.08 0.4672
H -3.721965 -3.462793 -6.334011 0.13 -0.02 -0.41 0.4443
H -2.578592 -2.128450 -8.055484 0.11 0.74 -0.22 0.4141
H -1.154677 -0.176569 -7.361828 0.31 -0.11 0.03 0.4850
O -4.679839 5.759517 1.843037 0.30 0.07 0.18 -0.5847
N -3.966749 4.881492 1.407806 -0.33 -0.01 -1.05 1.0833
O -4.091657 3.702592 1.659237 0.22 -0.37 0.36 -0.5892
C -2.952334 5.245177 0.384377 -0.02 0.40 0.27 -0.1791
C -2.314255 4.286009 -0.375306 0.26 -0.82 -0.14 -0.0473
C -1.364992 4.662477 -1.303573 0.52 0.66 0.18 -0.2407
C -0.960460 5.996198 -1.386615 -0.07 -0.21 -0.41 -0.3138
C -1.599062 6.946286 -0.621569 -0.79 0.29 0.58 -0.6110
C -2.638050 6.580747 0.228817 0.30 0.07 0.29 -0.4882
H -2.438450 3.216624 -0.279211 -0.61 0.11 0.36 0.3732
H -0.866066 3.903220 -1.889373 -0.02 -0.01 -0.05 0.3691
H -0.171672 6.291497 -2.063615 0.09 -0.07 -0.02 0.3584
H -1.371447 8.003358 -0.602081 0.39 -0.06 -0.43 0.3764
H -3.118797 7.339626 0.828704 -0.16 -0.13 0.03 0.4531
O 4.262249 2.266102 0.194313 -0.19 0.56 -0.29 -0.6165
N 3.355241 2.080565 -0.604661 1.36 -1.28 1.35 1.0043
O 2.761364 1.015164 -0.639787 -0.41 0.59 -0.67 -0.4176
C 3.051489 3.125353 -1.534297 -1.78 1.30 -1.62 -0.5975
C 3.651310 4.370820 -1.480494 0.75 0.07 0.32 -0.3947
C 3.281955 5.406693 -2.344647 -0.06 -0.25 -0.12 -0.6802
C 2.246903 5.215931 -3.255441 0.27 -0.59 0.63 -0.4326
C 1.668628 3.955480 -3.321692 -0.27 0.20 -0.67 -0.5351
C 2.030278 2.930049 -2.478078 0.33 -0.57 0.88 0.6048
H 4.433650 4.500912 -0.744629 0.06 0.19 -0.08 0.5019
H 3.842247 6.330930 -2.355686 -0.10 0.09 0.33 0.3989
H 1.823581 5.988332 -3.882072 0.45 0.19 -0.11 0.5068
H 0.956935 3.808936 -4.125091 -0.30 -0.33 0.29 0.3270
H 1.500975 1.988973 -2.452795 0.05 -0.06 -0.37 0.4455
O 2.493210 -1.941097 2.428758 -0.15 0.47 -1.00 -0.7316
N 1.454790 -1.393915 2.752325 -0.15 -0.25 0.83 0.9878
O 1.032490 -1.480129 3.892055 -0.56 -0.52 -1.40 -0.3344
C 0.605670 -0.642734 1.794102 0.08 -0.77 -0.09 -0.4457
C -0.577125 -0.092770 2.246037 -0.70 0.53 -0.29 0.4329
C -1.461321 0.404217 1.283922 -0.56 -0.35 0.51 -0.3190
C -1.193196 0.323438 -0.055952 1.54 0.36 -0.79 -1.4167
C 0.048478 -0.172607 -0.479717 -0.14 0.06 0.10 0.3891
C 0.930345 -0.701053 0.447169 0.04 -0.16 0.35 -1.1064
H -0.866056 -0.005833 3.283282 0.30 -0.33 0.12 0.0929
H -2.445593 0.779062 1.537613 0.13 0.14 0.51 0.5463
H -1.846414 0.792059 -0.779867 -0.18 -0.28 -0.03 0.1928
H 0.353225 -0.105442 -1.513365 -0.20 -0.20 -0.02 0.7175
H 1.874828 -1.159374 0.190103 -0.03 0.13 -0.19 0.6635
Br 0.961248 -5.681477 4.536112 -0.29 0.25 -0.23 -0.0847
C -0.670831 -4.684945 4.174551 -0.32 0.19 -0.23 0.3768
C -1.667174 -4.798343 5.295520 0.46 -1.66 0.45 -0.8905
Br -2.125389 -6.740615 5.577720 -0.24 0.67 -0.25 -0.2208
H -1.101688 -5.040493 3.240394 0.14 -0.19 0.03 0.3542
H -0.393274 -3.639779 4.038483 0.15 -0.01 0.14 -0.5160
H -2.603845 -4.282724 5.110415 0.10 0.08 0.08 0.5113
H -1.206638 -4.601087 6.257395 -0.24 0.57 -0.08 0.4008
Br -1.061050 -1.479418 6.078081 -0.05 0.45 0.56 -0.1130
C 0.564070 -1.103561 7.138840 0.20 -0.99 -0.78 -0.6493
C 1.740395 -0.750501 6.219068 -0.73 0.85 1.65 -0.5083
Br 1.260866 0.887930 5.226936 0.62 0.09 0.47 -0.1173
H 0.701804 -2.095868 7.565625 0.43 0.17 0.22 0.3464
H 0.362842 -0.394504 7.935478 -0.21 0.20 -0.31 0.4278
H 2.001685 -1.573913 5.580128 0.09 0.19 -0.23 0.2278
H 2.580848 -0.453840 6.845174 0.02 -0.02 -0.06 0.4678
Br 1.294885 -2.942819 -3.713909 -0.01 0.00 -0.30 -0.1194
C 2.456666 -1.608237 -2.929629 0.84 0.15 -0.15 0.6178
C 3.767156 -1.513483 -3.710564 -0.74 -0.36 -0.35 -0.6886
Br 5.078777 -0.468112 -2.705668 -0.26 -0.43 -0.30 -0.1917
H 2.632344 -1.997888 -1.931558 -0.01 0.41 0.10 0.0640
H 1.962880 -0.642535 -2.967099 -0.20 -0.14 0.38 -0.4963
H 3.607748 -1.024287 -4.669736 0.03 0.27 0.16 0.3894
H 4.087846 -2.522091 -3.966233 0.65 0.12 0.46 0.4956
Br -1.957680 5.144281 4.463528 0.13 0.06 -0.05 -0.1914
C -2.945559 3.537584 4.903881 0.05 -0.54 -0.14 -0.7699
C -2.253626 2.307222 4.330399 -0.58 0.14 0.34 -0.1612
Br -3.552912 0.831764 4.442497 0.16 0.13 -0.08 -0.1737
H -3.945502 3.648159 4.494581 0.06 0.12 0.01 0.4221
H -2.970312 3.458589 5.987229 -0.14 0.15 -0.04 0.4517
H -1.418960 2.007854 4.957162 0.14 -0.03 -0.25 0.3063
H -1.995254 2.408349 3.280645 0.05 0.04 0.07 0.1461
Br -3.699720 1.650889 -2.718309 -0.41 0.08 -0.28 -0.0715
C -4.977304 1.785430 -4.221405 0.38 0.34 -0.16 -0.6133
C -4.503438 0.802872 -5.260799 -0.01 -0.47 0.76 -0.3761
Br -5.791681 0.651838 -6.709878 0.35 0.16 0.06 -0.1516
H -4.888627 2.802161 -4.596365 -0.12 0.03 0.17 0.3922
H -5.984338 1.598790 -3.861357 0.13 -0.10 0.15 0.4708
H -4.432805 -0.178766 -4.799579 -0.08 -0.14 -0.21 0.1523
H -3.499987 1.071443 -5.579971 -0.20 0.06 -0.56 0.3061
Br 4.167946 -4.298964 5.044933 0.23 0.39 -0.63 -0.1787
C 4.880777 -3.907215 3.245469 0.97 -0.34 -0.13 -0.2003
C 5.405793 -5.210202 2.679025 -0.40 -0.31 0.63 -0.6731
Br 6.151649 -4.960134 0.915008 0.00 0.15 -0.03 -0.1369
H 5.735219 -3.246499 3.374424 -0.28 0.27 0.18 0.4977
H 4.157313 -3.458095 2.573517 -0.30 0.05 0.47 0.0374
H 4.594418 -5.935274 2.637740 0.14 -0.11 -0.35 0.2888
H 6.195644 -5.620502 3.302991 0.01 0.05 -0.06 0.4514
Br 0.046762 -5.698732 -1.273134 0.14 0.37 0.79 -0.1613
C 0.561594 -5.311393 0.608233 0.16 -0.34 -0.10 -0.5951
C 2.063532 -5.153261 0.780318 -0.07 -0.75 -0.53 0.3357
Br 3.016926 -6.806958 0.259786 -0.33 0.35 0.05 -0.1383
H 0.160958 -6.150004 1.172040 0.15 -0.02 0.02 0.5000
H 0.053329 -4.405294 0.935510 -0.03 0.09 -0.29 0.2291
H 2.363216 -5.035959 1.818407 -0.32 0.29 0.05 -0.2234
H 2.441744 -4.354117 0.148419 0.15 -0.03 0.09 0.0696
```
Positions in Å, forces in eV/Å.


Q: Which value of multiplicity does entry 2 give?
A: 3